1.
C26H18HfN6S6Sb | ωB97M-V with the def2-TZVPD basis set

```
58
Properties=species:S:1:pos:R:3:forces:R:3
Hf -1.662 -0.119 0.208 -0.542 -0.335 -0.692
N -3.460 -1.817 -3.599 0.141 -0.002 -0.049
C -4.673 -1.713 -2.958 -0.084 0.011 0.056
C -4.412 -1.202 -1.725 -0.027 0.006 0.023
N -3.065 -0.993 -1.603 0.158 0.001 -0.048
C -2.523 -1.370 -2.741 -0.125 0.020 0.091
C -1.090 -1.239 -2.845 0.050 0.036 0.075
N -0.436 -0.753 -1.800 0.040 -0.039 -0.113
C 0.893 -0.737 -2.168 0.055 0.003 -0.004
C 1.023 -1.213 -3.431 0.086 0.023 0.029
N -0.250 -1.529 -3.849 -0.112 -0.003 0.029
H -3.323 -2.164 -4.533 0.002 0.012 0.030
H -5.592 -2.008 -3.431 -0.023 -0.003 0.001
H -5.090 -0.971 -0.923 -0.010 0.002 0.007
H 1.667 -0.388 -1.511 0.026 0.013 0.024
H 1.883 -1.354 -4.060 0.023 0.003 0.000
H -0.492 -1.908 -4.750 -0.002 0.008 0.021
S -5.502 0.700 3.502 -0.047 -0.006 -0.002
Sb -3.702 0.434 2.260 0.038 0.068 0.163
S -3.117 -1.770 1.402 0.043 0.028 0.041
S -3.518 1.559 0.106 0.043 0.017 0.046
S -1.447 0.867 2.674 0.049 0.039 0.086
S 3.137 -4.908 2.936 -0.089 0.023 0.035
C 2.326 -6.267 3.572 -0.011 -0.011 -0.054
C 0.975 -6.098 3.577 0.045 -0.075 0.068
C 0.585 -4.837 3.069 0.092 0.099 -0.026
C 1.653 -4.069 2.683 -0.040 -0.228 0.047
C 1.628 -2.721 2.133 0.075 0.231 -0.086
C 0.458 -2.246 1.504 0.006 -0.025 -0.039
N 0.347 -1.036 0.995 0.140 0.059 0.209
C 1.398 -0.181 1.088 0.090 -0.112 -0.056
C 2.614 -0.566 1.661 -0.150 0.035 -0.008
C 3.691 0.381 1.711 0.032 0.102 -0.024
C 3.540 1.632 1.224 0.052 -0.083 0.048
C 2.299 2.053 0.641 -0.138 -0.061 0.030
C 2.080 3.353 0.161 -0.112 -0.017 -0.024
C 0.855 3.706 -0.369 0.127 -0.208 0.084
C -0.137 2.705 -0.423 0.005 -0.007 -0.046
N 0.045 1.477 0.017 0.131 0.127 0.183
C 1.239 1.144 0.572 0.068 0.060 -0.123
C 0.557 5.043 -0.864 -0.091 0.187 -0.114
C -0.674 5.630 -1.006 0.113 -0.070 0.040
C -0.594 6.951 -1.503 0.024 0.109 -0.004
C 0.689 7.347 -1.729 -0.009 -0.031 -0.046
S 1.811 6.118 -1.356 -0.085 -0.012 0.048
C 2.707 -1.861 2.191 -0.113 -0.027 -0.021
H 2.889 -7.124 3.900 0.009 -0.025 0.005
H 0.283 -6.841 3.941 -0.006 -0.018 0.017
H -0.443 -4.507 3.031 -0.016 0.044 -0.016
H -0.418 -2.878 1.426 0.025 -0.008 0.016
H 4.626 0.071 2.158 0.016 0.007 0.006
H 4.353 2.344 1.273 0.017 0.003 0.008
H 2.878 4.081 0.236 -0.001 0.027 -0.001
H -1.115 2.924 -0.833 0.022 0.022 0.004
H -1.605 5.156 -0.731 -0.005 -0.046 0.019
H -1.452 7.582 -1.675 -0.011 0.023 0.001
H 1.035 8.295 -2.104 0.003 0.023 -0.014
H 3.630 -2.168 2.669 0.005 -0.020 0.017
```
Forces are in eV/Å.

As for the largest force on an atom: 0.94 eV Å⁻¹. The energy relative to the best compared isomer or geometry (same formula, charge and spin) comes out at 0.0000 eV. As for the HOMO energy: -10.21 eV. Its net charge is +1. The value obtained for the molecular weight is 907.12 g mol⁻¹. The spin multiplicity is 1.


2.
C30H27F4NO2 | ωB97M-V with the def2-TZVPD basis set

```
64
Properties=species:S:1:pos:R:3:forces:R:3
O 0.866 2.445 -0.906 1.372 -8.951 2.460
C 1.004 1.143 -0.596 -2.305 3.245 -1.342
C -0.056 -0.085 -0.833 -2.391 -3.844 -0.746
C -1.659 -0.121 -1.173 2.186 -2.884 0.500
C -2.431 -1.590 -1.299 3.475 -0.280 0.691
C -1.642 -3.051 -1.105 2.512 4.028 0.270
C 0.003 -3.040 -0.806 -1.693 3.239 -0.486
C 0.910 -4.398 -0.595 -0.802 -0.444 0.442
C 1.865 -4.349 0.765 -0.264 -0.849 0.419
C 3.375 -4.961 0.529 0.689 0.845 0.653
F 3.389 -6.121 -0.411 -0.265 2.389 1.976
C 0.684 -1.541 -0.690 -1.566 1.639 -0.289
C 2.226 -1.057 -0.415 3.040 -4.314 -1.043
O 3.354 -1.755 -0.577 -7.276 4.847 1.320
N 2.180 0.401 0.023 0.197 0.660 1.618
C 2.382 0.536 1.516 1.131 -0.154 1.030
F 2.383 1.934 2.021 -0.351 -5.167 -1.926
F 1.333 -0.273 2.192 3.161 2.781 -1.522
F 3.700 -0.067 1.929 -4.670 2.054 -1.385
H -2.223 0.907 -1.292 1.084 -2.498 0.209
H -3.596 -1.643 -1.546 2.913 0.320 0.654
H -2.218 -4.080 -1.186 1.326 2.468 0.198
H 1.528 -4.716 -1.554 -1.242 1.109 1.976
H 0.152 -5.300 -0.406 1.502 2.112 -0.597
H 1.896 -3.271 1.258 0.229 -2.300 -1.252
H 1.351 -5.045 1.588 1.049 1.547 -1.859
H 3.818 -5.303 1.583 -1.136 0.336 -2.431
H 4.143 -4.138 0.137 -1.930 -1.928 0.387
C 2.649 -4.728 6.039 -0.054 0.155 -0.094
C 3.402 -4.569 4.876 -0.102 0.106 0.024
C 3.261 -3.416 4.105 -0.142 -0.033 0.177
C 2.364 -2.421 4.496 0.021 -0.109 0.056
C 1.604 -2.584 5.654 0.108 -0.133 -0.041
C 1.748 -3.736 6.427 0.115 -0.002 -0.159
H 2.764 -5.624 6.643 -0.019 0.121 -0.089
H 4.099 -5.345 4.570 -0.083 0.109 0.061
H 3.850 -3.291 3.201 -0.046 0.027 0.118
H 2.256 -1.521 3.897 0.039 -0.196 0.148
H 0.901 -1.812 5.956 0.120 -0.112 -0.048
H 1.158 -3.862 7.331 0.090 0.019 -0.127
C -2.261 4.566 0.645 -0.072 0.197 -0.137
C -1.509 4.725 -0.518 -0.068 0.034 0.005
C -1.650 5.879 -1.289 -0.132 0.043 0.184
C -2.547 6.873 -0.898 0.025 -0.172 0.082
C -3.306 6.710 0.261 0.089 -0.112 -0.027
C -3.163 5.558 1.033 0.099 0.003 -0.144
H -2.146 3.670 1.249 -0.006 0.107 -0.071
H -0.811 3.949 -0.824 -0.110 0.196 0.098
H -1.060 6.004 -2.193 -0.063 -0.025 0.129
H -2.655 7.773 -1.496 0.010 -0.114 0.079
H -4.010 7.482 0.562 0.116 -0.118 -0.043
H -3.753 5.432 1.937 0.083 0.028 -0.125
C -1.619 1.688 -4.692 -0.123 0.128 -0.064
C -1.846 2.690 -3.750 -0.120 -0.015 -0.143
C -2.722 3.736 -4.039 -0.028 -0.082 -0.123
C -3.368 3.781 -5.275 0.152 -0.166 0.039
C -3.135 2.784 -6.221 0.061 -0.008 0.136
C -2.261 1.737 -5.930 -0.022 0.115 0.142
H -0.941 0.870 -4.464 -0.070 0.100 -0.025
H -1.340 2.656 -2.788 -0.014 0.043 -0.128
H -2.901 4.515 -3.303 0.025 -0.138 -0.093
H -4.053 4.595 -5.500 0.097 -0.103 0.030
H -3.634 2.823 -7.186 0.075 -0.011 0.151
H -2.081 0.958 -6.667 -0.025 0.113 0.103
```
Forces are in eV/Å.

As for the SMILES: O=C1c2cccc(CCCF)c2C(=O)N1C(F)(F)F.c1ccccc1.c1ccccc1.c1ccccc1. As for the largest force on an atom: 9.38 eV Å⁻¹. As for the HOMO energy: -9.34 eV. Its net charge is 0. The value obtained for the molecular weight is 509.54 g mol⁻¹. The spin multiplicity is 1.


3.
C5H13NO | ωB97M-V with the def2-TZVPD basis set

```
20
Properties=species:S:1:pos:R:3:forces:R:3
C -0.839 -1.651 1.583 0.307 0.114 1.183
C -0.011 -0.431 1.279 -1.762 1.000 -1.623
C -0.302 0.431 0.274 -0.410 0.221 1.176
C -1.565 0.358 -0.542 0.397 0.554 -0.764
N 0.401 1.659 0.097 0.128 -0.220 0.459
C 1.109 1.800 -1.194 -1.360 -0.891 0.547
H -0.199 -2.533 1.713 -0.114 0.171 0.060
H -1.345 -1.446 2.543 0.104 -0.410 -0.184
H -1.622 -1.923 0.880 0.190 0.236 -0.216
H 0.687 -0.066 2.002 0.826 -0.432 0.269
H -1.350 0.628 -1.591 -0.221 -0.636 0.177
H -2.276 1.143 -0.252 0.276 -0.115 0.377
H -2.059 -0.595 -0.426 -0.102 -0.158 -0.440
H 0.943 1.853 0.929 0.403 -0.027 -0.343
H 1.626 0.874 -1.474 0.237 0.192 0.080
H 0.269 1.921 -1.890 0.747 0.456 -0.415
H 1.800 2.630 -1.172 -0.085 0.271 -0.129
O 1.680 -1.598 -0.567 0.290 -0.235 -0.005
H 0.812 -1.290 -0.864 0.389 -0.066 -0.037
H 2.243 -1.765 -1.328 -0.238 -0.025 -0.170
```
Forces are in eV/Å.

As for the SMILES: C/C=C(\C)NC.O. As for the largest force on an atom: 2.60 eV Å⁻¹. The energy relative to the best compared isomer or geometry (same formula, charge and spin) comes out at 1.7692 eV. As for the HOMO energy: -7.91 eV. Its net charge is 0. The value obtained for the molecular weight is 103.16 g mol⁻¹. The spin multiplicity is 1.


4.
C3H6N2O | ωB97M-V with the def2-TZVPD basis set

```
12
Properties=species:S:1:pos:R:3:forces:R:3
N 1.408 0.648 1.391 0.269 0.215 0.314
C 0.238 -0.210 -1.201 0.102 -0.041 0.016
C -1.062 -0.935 -1.410 -0.165 -0.250 -0.334
O -1.575 -0.284 -0.187 0.028 0.065 0.116
C -0.314 0.256 -0.080 0.233 0.035 0.110
N 0.085 0.975 1.028 -0.333 -0.205 -0.109
H 1.881 1.494 1.669 0.072 0.086 0.068
H 1.435 -0.011 2.165 -0.066 0.016 -0.151
H 1.220 -0.194 -1.642 -0.160 -0.059 0.010
H -1.684 -0.698 -2.276 0.050 0.058 0.101
H -1.035 -2.015 -1.235 -0.078 0.118 -0.036
H -0.598 0.973 1.777 0.048 -0.038 -0.104
```
Forces are in eV/Å.

As for the largest force on an atom: 0.47 eV Å⁻¹. The energy relative to the best compared isomer or geometry (same formula, charge and spin) comes out at 3.6364 eV. As for the HOMO energy: -7.99 eV. Its net charge is 0. The value obtained for the molecular weight is 86.09 g mol⁻¹. The spin multiplicity is 1.


5.
C5H12NP | ωB97M-V with the def2-TZVPD basis set

```
19
Properties=species:S:1:pos:R:3:forces:R:3
C 0.745 -0.491 -0.465 -3.032 -0.239 0.187
C -0.189 -0.206 0.674 1.321 2.727 -1.598
C 0.149 -1.530 -1.380 -2.101 0.076 -0.865
C 0.329 0.282 1.969 -2.870 -0.626 2.822
C -1.643 -0.266 0.561 -0.352 2.295 -3.575
N 0.447 0.818 -0.991 -1.642 -1.241 1.587
P 1.341 2.222 -0.710 2.400 -1.670 0.856
H 1.703 -0.644 -0.114 2.322 -0.579 0.499
H 0.849 -1.702 -2.173 0.176 -0.348 -0.686
H -0.815 -1.033 -1.826 2.021 -1.023 0.554
H -0.213 -2.503 -0.949 0.774 0.889 -0.012
H 0.305 -0.606 2.705 0.203 0.945 -1.073
H -0.303 1.071 2.590 1.039 -1.341 -1.779
H 1.299 0.608 1.899 2.403 0.780 -0.042
H -1.924 -1.121 1.052 -1.272 -2.437 0.844
H -2.003 -0.138 -0.554 0.620 -0.783 2.424
H -2.077 0.563 1.088 -0.268 0.442 0.354
H 0.337 3.051 -0.518 -2.033 1.765 0.504
H 1.406 2.567 -2.038 0.290 0.368 -1.003
```
Forces are in eV/Å.

As for the largest force on an atom: 4.26 eV Å⁻¹. The energy relative to the best compared isomer or geometry (same formula, charge and spin) comes out at 3.4290 eV. As for the HOMO energy (spin up / spin down): -7.86 / -7.86 eV. Its net charge is 0. The value obtained for the molecular weight is 117.13 g mol⁻¹. The spin multiplicity is 1.


6.
C8H12N4 | ωB97M-V with the def2-TZVPD basis set

```
24
Properties=species:S:1:pos:R:3:forces:R:3
C 1.478 -1.231 -0.306 -1.383 -1.649 -1.469
C 0.691 -2.311 -0.549 1.527 0.391 1.305
C -2.573 -0.646 0.301 -0.701 -0.298 0.531
C -2.357 1.548 -0.251 -1.679 3.408 0.303
C -1.218 -0.919 -0.027 2.859 1.804 -2.446
C 0.978 0.144 -0.101 2.018 2.766 2.413
C 1.239 0.424 1.417 0.871 0.562 -1.760
C 1.708 1.214 -0.915 -0.389 -1.051 1.409
N -3.124 0.525 0.142 0.433 -1.348 -0.038
N -0.396 0.343 -0.377 -4.843 -5.700 0.765
N -0.670 -2.145 -0.225 -0.549 4.682 -0.035
N -1.062 1.523 -0.362 2.320 0.611 0.496
H 2.535 -1.330 -0.148 0.398 -0.146 -0.523
H 1.067 -3.345 -0.662 -0.457 0.810 0.047
H -3.110 -1.487 0.774 -0.259 0.654 -0.267
H -2.874 2.597 -0.325 1.146 -2.095 -0.028
H 0.455 1.011 1.828 -0.192 1.498 0.358
H 2.281 0.777 1.494 -0.701 0.178 0.545
H 1.106 -0.455 1.942 0.171 -2.194 1.223
H 1.271 1.186 -1.863 0.024 0.236 -1.910
H 2.687 0.826 -0.854 1.547 0.460 -0.668
H 1.647 2.193 -0.458 0.159 0.253 0.139
H -1.325 -2.868 -0.161 -0.869 -1.808 0.062
H -0.435 2.425 -0.315 -1.453 -2.024 -0.453
```
Forces are in eV/Å.

As for the largest force on an atom: 7.52 eV Å⁻¹. The energy relative to the best compared isomer or geometry (same formula, charge and spin) comes out at 4.7866 eV. As for the HOMO energy (spin up / spin down): -17.33 / -17.33 eV. Its net charge is +2. The value obtained for the molecular weight is 164.21 g mol⁻¹. The spin multiplicity is 1.